1.
14
Properties=species:S:1:pos:R:3:forces:R:3:mulliken_spin:R:1 method="wB97M-V/def2-TZVPD" spin_multiplicity=2 s2=0.78 gap_ha="0.34249 / 0.23762" total_charge=+1 total_energy_ha=-307.3269 e_lumo_ev="-5.1641 / -8.0178" de_lowest_kcal_mol=10.1
C -0.0754 -0.8399 2.4690 0.947 -0.491 0.781 0.37
C 0.4985 0.1643 1.7201 -1.184 -1.086 -1.196 0.05
C 0.4130 0.0213 0.3017 -0.208 0.342 1.979 0.18
C 0.4813 1.1676 -0.4356 0.818 0.097 -1.394 0.22
O 0.3914 1.0957 -1.7462 0.180 -0.194 1.040 0.12
H 0.1715 -0.9387 3.5180 -0.399 0.363 0.213 0.02
H -0.6804 -1.6601 2.0828 0.271 0.307 -0.338 0.02
H 0.8889 1.0557 2.1949 0.129 -0.021 -0.052 0.01
H 0.2761 -0.9634 -0.1184 -0.249 0.063 -0.264 0.00
H 0.6842 2.1210 0.0433 -0.036 0.099 -0.163 0.01
H 0.7778 1.8676 -2.1640 -0.173 0.649 -0.495 0.00
H -0.9243 -0.3328 -2.5003 -0.331 -0.345 -0.497 0.00
H -1.4608 -1.7612 -2.3788 -0.126 0.386 -0.603 0.00
O -1.4418 -0.9970 -2.9867 0.361 -0.169 0.988 0.00

***

2.
33
Properties=species:S:1:pos:R:3:forces:R:3:nbo_charge:R:1 method="wB97M-V/def2-TZVPD" spin_multiplicity=1 gap_ha="0.22304 / 0.22280" total_charge=+1 total_energy_ha=-11138.9763 e_lumo_ev="-5.4695 / -5.4753" de_lowest_kcal_mol=10.1
Tc 0.1234 -0.1622 0.7366 0.305 -0.281 -0.705 0.84
N -1.3623 -1.7001 0.7480 0.110 -0.069 0.107 -0.77
C -0.9467 -2.9496 1.4155 0.069 -0.016 -0.006 -0.33
C 0.5216 -2.8816 1.7813 -0.051 0.013 -0.019 0.66
O 1.1075 -3.7806 2.3151 0.034 -0.080 -0.007 -0.51
N 1.1160 -1.6614 1.4558 -0.012 -0.158 0.080 -0.52
C 2.5285 -1.5476 1.7460 0.074 0.045 0.082 -0.36
C 2.9217 -0.1082 1.4850 0.104 -0.265 0.051 0.77
O 4.0176 0.3462 1.5857 0.041 0.026 -0.047 -0.53
O 1.8460 0.6052 1.1373 -0.257 0.248 0.172 -0.59
H -2.2186 -1.3109 1.1557 -0.012 -0.071 -0.004 0.45
H -1.5639 -1.8825 -0.2316 -0.050 0.016 0.011 0.42
H -1.0952 -3.8071 0.7614 -0.032 -0.020 0.039 0.25
H -1.5324 -3.1138 2.3192 0.020 0.042 0.027 0.25
H 3.1222 -2.2153 1.1177 0.004 0.004 0.009 0.25
H 2.7382 -1.8110 2.7848 0.007 0.015 -0.004 0.26
O -0.4008 1.4715 -0.2597 0.137 0.259 0.171 -0.43
N 0.0614 1.7347 -1.4863 0.020 -0.132 -0.200 0.01
C -0.0429 3.0130 -1.9171 0.018 0.007 -0.040 0.05
C 0.3769 3.3325 -3.1752 -0.019 -0.025 0.051 -0.23
C 0.8994 2.3234 -3.9949 0.002 0.016 -0.003 -0.11
C 0.9849 1.0332 -3.5348 -0.007 -0.009 0.011 -0.22
C 0.5587 0.7284 -2.2380 -0.042 0.176 0.063 0.04
S 0.5893 -0.8170 -1.5100 -0.163 0.010 0.110 0.08
H -0.4584 3.6966 -1.1937 0.006 0.033 -0.006 0.26
H 0.3055 4.3545 -3.5147 -0.004 0.003 0.007 0.26
H 1.2441 2.5629 -4.9913 -0.006 -0.004 -0.002 0.25
H 1.3887 0.2384 -4.1444 -0.002 -0.008 0.006 0.26
Se -4.3258 1.5157 3.3162 -0.072 -0.014 -0.185 -0.21
Sb -5.0900 1.7205 0.8725 -0.074 0.120 0.154 0.87
Se -2.7560 -0.1811 3.3010 0.236 0.032 0.048 0.00
Se -0.8697 0.9910 2.5405 -0.395 0.097 0.068 0.18
Se -3.7888 0.2618 -0.3837 0.008 -0.008 -0.043 -0.59

***

3.
14
Properties=species:S:1:pos:R:3:forces:R:3:nbo_charge:R:1 method="wB97M-V/def2-TZVPD" spin_multiplicity=1 gap_ha=0.40620 total_charge=+1 total_energy_ha=-324.0599 smiles="[NH3+][C@@H](C=O)CO" e_lumo_ev=-3.9668 de_lowest_kcal_mol=42.3
N -1.0790 0.1265 1.1926 0.858 -0.386 0.404 -0.68
C -0.4141 -0.1046 -0.1326 0.351 -0.286 -0.184 -0.18
C -0.2300 1.2914 -0.7438 -1.087 -0.357 -0.707 0.42
O -0.7734 2.2348 -0.2321 0.497 -0.025 0.231 -0.49
C 0.9725 -0.8282 -0.0802 -1.436 0.826 0.044 -0.07
O 1.2788 -1.0015 -1.4390 0.515 0.223 0.242 -0.70
H -2.0469 -0.1761 1.2390 -0.308 0.223 -0.312 0.45
H -1.0104 1.1497 1.3605 -0.313 -0.090 0.105 0.47
H -0.6101 -0.4157 1.9203 0.152 0.273 0.191 0.44
H -1.0760 -0.7702 -0.6799 -0.041 0.330 -0.562 0.26
H 0.3181 1.3383 -1.6987 0.074 0.066 0.292 0.19
H 1.6247 -0.1168 0.4492 0.395 -0.736 0.015 0.19
H 0.8087 -1.7983 0.3931 0.508 0.085 0.414 0.20
H 2.2371 -0.9292 -1.5484 -0.164 -0.145 -0.173 0.50

***

4.
8
Properties=species:S:1:pos:R:3:forces:R:3:nbo_charge:R:1 method="wB97M-V/def2-TZVPD" spin_multiplicity=1 gap_ha=0.38030 total_energy_ha=-507.8371 smiles="N1=NN1.P" e_lumo_ev=0.1071 de_lowest_kcal_mol=75.8
N 1.9738 0.1032 0.4865 2.570 -0.554 0.202 0.03
N 2.9467 -0.5806 0.2317 -1.580 -1.136 1.545 0.05
N 2.6441 0.2218 -0.8762 -0.984 2.464 -1.973 -0.42
H 1.9237 -0.1522 -1.5286 0.831 -0.811 0.541 0.33
P -1.0235 -0.1913 -0.3608 1.057 0.077 -0.267 0.02
H 0.2532 0.5648 -0.4602 -1.700 -0.672 -0.064 0.00
H -0.4367 -1.3979 -0.8748 -0.157 0.395 -0.134 -0.02
H -0.7320 -0.6647 0.9368 -0.036 0.238 0.150 0.00